[1]
12
Properties=species:S:1:pos:R:3 method="wB97M-V/def2-TZVPD" e_above_lowest_kcal_mol=115.2 energy_ev=-21081.8361
C 0.475 -1.024 -0.539
C -0.482 -0.909 0.599
C -0.359 1.575 0.085
H -1.407 -0.732 0.123
H -0.427 -1.659 1.451
H -0.305 0.706 2.003
H 1.331 0.043 -2.171
N -0.261 0.469 0.995
N 1.262 0.199 -0.872
O -1.111 2.535 0.385
O 0.232 1.300 -1.143
S 1.054 -2.503 -0.917


[2]
80
Properties=species:S:1:pos:R:3 method="wB97M-V/def2-TZVPD" e_above_lowest_kcal_mol=34.2 energy_ev=-151472.0780 charge=-2
Sr -1.360 1.590 -1.399
N -2.008 4.874 2.182
C -1.479 3.513 2.249
C -0.778 3.048 0.960
O -0.901 3.796 -0.048
N -0.134 1.900 0.892
C -0.359 0.922 1.919
C -1.594 0.041 1.616
O -2.342 0.387 0.688
O -1.761 -0.988 2.347
H -2.530 4.930 1.311
H -1.222 5.492 2.003
H -2.300 2.823 2.458
H -0.793 3.437 3.097
H -0.468 1.301 2.944
H 0.494 0.239 1.941
C -1.509 5.650 -3.135
C -1.392 4.158 -3.378
S -2.931 3.273 -3.294
C -0.167 3.626 -3.592
C 1.035 4.550 -3.597
S 0.215 1.903 -3.838
H -2.557 5.943 -3.124
H -0.992 6.236 -3.903
H -1.074 5.919 -2.165
H 0.988 5.278 -4.416
H 1.949 3.970 -3.712
H 1.105 5.119 -2.663
Se -2.464 -4.665 -6.949
N -3.553 -3.397 -6.301
C -2.900 -2.771 -5.365
C -3.454 -1.668 -4.590
C -4.738 -1.173 -4.806
C -5.180 -0.127 -4.030
C -4.322 0.401 -3.067
N -3.103 -0.067 -2.846
C -2.670 -1.077 -3.595
C -1.293 -1.552 -3.334
N -0.610 -0.912 -2.380
C 0.632 -1.292 -2.132
C 1.267 -2.333 -2.808
C 0.574 -2.990 -3.797
C -0.737 -2.599 -4.071
C -1.542 -3.237 -5.105
N -1.126 -4.229 -5.839
H -5.353 -1.614 -5.579
H -6.163 0.301 -4.165
H -4.622 1.250 -2.465
H 1.154 -0.754 -1.350
H 2.280 -2.603 -2.546
H 1.015 -3.798 -4.367
C 3.168 1.492 1.820
C 3.308 0.172 1.075
C 3.557 -1.018 1.999
N 2.418 -1.294 2.857
C 1.334 -2.003 2.480
S 1.228 -2.821 1.034
N 0.281 -1.977 3.380
C 0.410 -2.125 4.721
O -0.416 -1.721 5.527
C 1.589 -2.921 5.244
C 2.130 -3.997 4.547
C 3.172 -4.728 5.098
C 3.688 -4.383 6.340
C 3.148 -3.311 7.038
C 2.093 -2.591 6.497
H 2.965 2.307 1.127
H 4.078 1.724 2.385
H 2.326 1.468 2.517
H 4.132 0.233 0.358
H 2.403 -0.019 0.497
H 4.418 -0.827 2.647
H 3.752 -1.919 1.419
H 2.294 -0.703 3.663
H -0.708 -1.471 2.940
H 1.732 -4.259 3.574
H 3.583 -5.569 4.553
H 4.508 -4.951 6.764
H 3.545 -3.041 8.010
H 1.636 -1.772 7.036


[3]
14
Properties=species:S:1:pos:R:3 method="wB97M-V/def2-TZVPD" e_above_lowest_kcal_mol=23.8 energy_ev=-17159.4160
C 0.586 0.892 -2.098
C -0.009 0.622 -0.683
S 1.214 1.097 0.667
C -0.731 -0.736 -0.483
C -1.121 -1.080 0.947
O -1.554 -2.143 1.303
H 1.275 -0.010 -2.316
H 1.147 1.848 -2.124
H -0.261 0.773 -2.741
H -0.787 1.394 -0.570
H 2.043 0.092 0.813
H -1.572 -0.927 -1.118
H 0.026 -1.541 -0.856
H -1.201 -0.232 1.710


[4]
78
Properties=species:S:1:pos:R:3 method="wB97M-V/def2-TZVPD" e_above_lowest_kcal_mol=11.4 energy_ev=-87678.8343 s_squared=16.0476 multiplicity=8 charge=+3
Gd -0.034 0.579 -0.744
P -0.851 -1.649 -2.194
P 2.195 -1.096 0.292
P -2.520 1.995 -1.331
H 5.382 2.291 0.280
C 4.412 2.746 0.042
C 3.726 3.339 1.029
H 4.117 3.316 2.063
C -0.281 -1.600 -3.929
C -0.484 -3.391 -1.821
C -2.663 -1.769 -2.395
C 3.528 -0.504 1.390
C 1.846 -2.729 1.061
C 3.210 -1.555 -1.165
C -2.737 3.712 -0.700
C -4.071 1.295 -0.635
C -2.999 2.279 -3.084
H 4.118 2.876 -1.013
H 2.738 3.787 0.851
H -0.627 -2.492 -4.465
H 0.815 -1.578 -3.952
H -0.658 -0.703 -4.431
H -0.954 -4.006 -2.601
H -0.905 -3.673 -0.849
H 0.597 -3.567 -1.808
H -2.886 -2.704 -2.922
H -3.067 -0.918 -2.956
H -3.144 -1.802 -1.410
H 4.420 -1.118 1.199
H 3.240 -0.627 2.441
H 3.755 0.556 1.209
H 2.779 -3.283 1.236
H 1.199 -3.321 0.402
H 1.343 -2.578 2.027
H 4.109 -2.112 -0.867
H 3.517 -0.626 -1.666
H 2.610 -2.154 -1.863
H -3.320 4.295 -1.427
H -1.762 4.195 -0.565
H -3.288 3.693 0.250
H -4.969 1.757 -1.082
H -4.076 1.500 0.445
H -4.141 0.211 -0.764
H -3.673 3.146 -3.120
H -3.511 1.414 -3.534
H -2.091 2.510 -3.654
C 1.335 4.075 -2.660
C 1.030 4.073 -4.036
C 1.347 5.177 -4.845
C 1.940 6.311 -4.273
C 2.132 6.368 -2.891
C 1.809 5.270 -2.089
S 1.149 2.619 -1.698
H -0.008 1.903 -2.362
H 0.524 3.200 -4.446
H 1.179 5.127 -5.927
H 2.282 7.119 -4.916
H 2.587 7.249 -2.442
H 1.905 5.347 -1.011
O -0.806 0.233 1.244
C -1.231 -0.501 2.206
C -1.475 0.039 3.563
C -2.922 -0.181 4.025
C -3.111 -1.547 4.713
C -3.003 -2.704 3.716
C -1.621 -2.766 3.101
N -1.516 -1.791 1.992
H -0.789 -0.409 4.298
H -1.248 1.105 3.512
H -3.183 0.608 4.742
H -3.610 -0.087 3.171
H -2.324 -1.647 5.488
H -4.097 -1.561 5.210
H -3.218 -3.647 4.234
H -3.764 -2.583 2.927
H -0.841 -2.520 3.847
H -1.419 -3.779 2.735
H -1.442 -2.129 1.023


[5]
54
Properties=species:S:1:pos:R:3 method="wB97M-V/def2-TZVPD" e_above_lowest_kcal_mol=42.4 energy_ev=-36844.9907 s_squared=8.7914 multiplicity=6 charge=+1
C -1.450 -4.320 -1.620
C -0.291 -5.005 -1.014
C -2.748 -4.323 -0.919
C -1.381 -3.876 -3.026
H -3.281 -5.259 -1.154
H -3.393 -3.495 -1.239
H -2.630 -4.283 0.170
H -0.324 -6.074 -1.277
H -0.299 -4.941 0.081
H 0.662 -4.610 -1.387
H -1.645 -4.720 -3.683
H -0.370 -3.556 -3.307
H -2.086 -3.065 -3.241
C 0.268 0.460 2.509
C -0.996 -0.162 2.180
C -0.705 -1.516 1.669
H -2.005 0.229 2.455
C 0.730 -1.652 1.618
C 1.325 -0.450 2.113
H 2.419 -0.235 2.145
H 0.354 1.494 2.887
H -1.447 -2.339 1.616
H 1.273 -2.617 1.413
C -0.319 1.424 -2.040
C -1.142 2.047 -1.028
C -2.084 1.059 -0.557
H -1.023 3.043 -0.561
C -1.916 -0.157 -1.392
C -0.796 0.094 -2.273
H -0.500 -0.561 -3.132
H 0.539 1.892 -2.561
H -2.918 1.236 0.155
H -2.654 -0.971 -1.480
Ir -0.476 -0.153 0.077
C 2.624 2.730 3.185
N 1.879 3.539 2.256
C 1.161 4.680 2.722
C 1.830 3.221 0.877
S 1.291 1.707 0.254
N 2.347 3.991 -0.079
C 3.281 5.052 0.270
C 2.137 3.698 -1.467
H 3.415 3.368 3.589
H 3.083 1.849 2.699
H 2.013 2.373 4.016
H 1.901 5.374 3.118
H 0.606 5.139 1.890
H 0.450 4.413 3.509
H 4.204 4.836 -0.223
H 2.831 5.950 -0.094
H 3.375 5.042 1.364
H 2.436 2.676 -1.787
H 1.082 3.814 -1.779
H 2.710 4.394 -2.029


[6]
13
Properties=species:S:1:pos:R:3 method="wB97M-V/def2-TZVPD" e_above_lowest_kcal_mol=59.9 energy_ev=-7797.0461
C -0.446 -0.238 -2.061
N -0.857 0.372 -0.808
C -0.169 0.157 0.358
C -0.041 0.702 1.580
C 0.922 -0.422 1.869
O 0.676 -0.918 0.499
H 0.616 -0.083 -2.293
H -1.051 0.235 -2.840
H -0.659 -1.310 -2.068
H -0.482 1.529 2.111
H -1.134 1.335 -0.925
H 1.987 -0.183 1.970
H 0.639 -1.178 2.610